This record from the Open Molecules 2025 dataset describes C5H8O as an isolated structure. The level of theory is the ωB97M-V functional and the def2-TZVPD basis.

Energy relative to the best compared isomer or geometry (same formula, charge and spin): 113.9 kcal/mol
Net charge: 0
E_tot: -270.37646 Ha
Gap between HOMO and LUMO: 9.62 eV
E_LUMO: 0.85 eV

Positions of all 14 atoms, in Å:
C  -1.4289  0.3217  -0.5975
C  -0.6001  0.3166  0.5427
C  0.5352  1.1155  0.4093
C  1.5067  0.1655  0.0646
O  1.2718  -1.0522  0.6385
C  -0.1145  -1.0298  1.0452
H  -0.3189  -0.0745  -1.4204
H  -1.6801  1.2803  -1.0554
H  -2.1984  -0.4419  -0.7209
H  0.5177  2.0968  -0.0538
H  2.5471  0.3188  -0.2076
H  0.7543  -0.0009  -1.3491
H  -0.1597  -1.1460  2.1339
H  -0.6323  -1.8699  0.5704

Cartesian forces (eV/Å) of the 3 atoms listed first:
-0.2 0.0 0.1
0.0 -0.1 -0.2
0.0 -0.1 -0.2